Record 1
The following is a DFT calculation (the ωB97M-V functional and the def2-TZVPD basis) of an isolated molecule of C24H28N4O3.

Geometry (Å):
C (-7.374, -3.269, 0.278)
O (-7.029, -1.937, -0.137)
C (-5.755, -1.350, 0.032)
C (-4.788, -2.197, 0.525)
C (-3.575, -1.753, 0.559)
C (-3.449, -0.330, 0.426)
N (-2.136, 0.277, 0.361)
C (-1.835, 1.551, 0.638)
C (-1.401, 2.248, -0.811)
C (-0.349, 1.809, -1.406)
C (0.792, 1.954, -0.306)
N (0.648, 1.516, 0.873)
C (0.968, 0.258, 1.495)
O (0.386, -0.424, 2.167)
C (2.150, -0.198, 0.928)
C (2.280, -1.468, 0.144)
C (3.453, -2.162, -0.234)
C (4.545, -1.438, -0.116)
N (5.804, -1.772, -0.745)
C (6.880, -1.425, -0.611)
C (8.098, -1.980, -1.170)
C (6.960, 0.078, -0.015)
C (8.134, 0.871, 0.376)
N (5.779, 0.761, 0.222)
C (4.569, -0.065, 0.547)
C (3.428, 0.542, 0.927)
C (-0.708, 1.900, 1.591)
C (-4.562, 0.365, 0.039)
C (-5.740, -0.067, -0.405)
O (-6.874, 0.588, -0.856)
C (-6.659, 1.865, -1.134)
H (-7.273, -3.528, 1.188)
H (-8.556, -3.437, 0.020)
H (-6.780, -3.854, -0.384)
H (-4.920, -3.104, 1.035)
H (-2.664, -2.225, 1.223)
H (-1.570, -0.311, 1.165)
H (-2.678, 2.145, 1.111)
H (-2.281, 1.965, -1.449)
H (-1.356, 3.252, -0.671)
H (0.031, 2.300, -2.395)
H (-0.486, 0.739, -1.434)
H (1.772, 1.426, -0.677)
H (1.058, 3.123, -0.240)
H (1.308, -2.152, 0.032)
H (3.466, -3.063, -0.735)
H (8.515, -1.287, -1.922)
H (8.902, -1.759, -0.320)
H (7.917, -2.823, -1.735)
H (7.899, 1.842, 0.612)
H (8.759, 0.435, 0.790)
H (8.638, 0.962, -0.716)
H (3.323, 1.474, 1.574)
H (-0.808, 1.515, 2.425)
H (-0.342, 3.090, 1.562)
H (-4.308, 1.613, -0.359)
H (-7.745, 2.413, -1.452)
H (-6.080, 2.145, -2.040)
H (-6.386, 2.356, -0.387)

The value obtained for the molar mass is 420.5 g/mol. The structure (SMILES) is COc1ccc(N[C@@H]2CCCN(C(=O)c3ccc4nc(C)c(C)nc4c3)C2)cc1OC. The energy relative to the best compared isomer or geometry (same formula, charge and spin) comes out at 479.9 kcal/mol. The calculation puts the total energy at -37427.40584 eV. The HOMO-LUMO gap comes out at 0.2762 Ha. The calculation puts the LUMO energy at 0.19 eV. The value obtained for the HOMO energy is -7.3295 eV. The calculation puts the largest force on an atom at 15.5 eV/A.

---

Record 2
The following is a DFT calculation (the ωB97M-V functional and the def2-TZVPD basis) of an isolated molecule of C24H28N4O3S.

Geometry (Å):
C (2.663, 1.739, -0.645)
O (1.260, 1.741, -0.719)
C (0.550, 2.414, 0.260)
C (1.166, 3.151, 1.256)
C (0.426, 3.761, 2.257)
C (-0.947, 3.620, 2.267)
C (-1.573, 2.905, 1.265)
C (-0.858, 2.294, 0.230)
N (-1.561, 1.635, -0.756)
C (-2.704, 0.818, -0.408)
C (-2.572, -0.565, -1.082)
N (-1.165, -0.820, -1.258)
C (-0.684, -2.174, -1.070)
C (0.778, -2.119, -0.572)
N (0.961, -1.054, 0.389)
S (0.200, -1.286, 1.866)
O (-1.169, -0.844, 1.868)
O (0.458, -2.641, 2.262)
C (1.161, -0.162, 2.870)
C (0.523, 0.745, 3.690)
C (1.282, 1.606, 4.466)
C (2.665, 1.553, 4.402)
C (3.296, 0.639, 3.571)
C (2.539, -0.229, 2.802)
C (-0.884, -3.055, -2.281)
C (-0.081, -2.990, -3.416)
C (-0.390, -3.777, -4.514)
C (-1.498, -4.605, -4.442)
N (-2.272, -4.680, -3.373)
C (-1.970, -3.927, -2.332)
C (-0.634, -0.025, -2.338)
C (-1.105, 1.431, -2.103)
H (3.015, 1.317, 0.301)
H (3.076, 2.745, -0.777)
H (2.999, 1.108, -1.467)
H (2.240, 3.245, 1.278)
H (0.932, 4.333, 3.019)
H (-1.538, 4.082, 3.043)
H (-2.648, 2.828, 1.264)
H (-2.708, 0.671, 0.671)
H (-3.642, 1.301, -0.720)
H (-3.112, -0.590, -2.045)
H (-3.006, -1.319, -0.427)
H (-1.272, -2.581, -0.239)
H (1.485, -1.959, -1.389)
H (1.026, -3.053, -0.067)
H (0.637, -0.175, -0.001)
H (-0.555, 0.766, 3.702)
H (0.796, 2.315, 5.117)
H (3.257, 2.226, 5.004)
H (4.374, 0.602, 3.527)
H (2.994, -0.959, 2.152)
H (0.779, -2.338, -3.449)
H (0.218, -3.745, -5.405)
H (-1.783, -5.238, -5.272)
H (-2.633, -4.025, -1.481)
H (-0.983, -0.370, -3.331)
H (0.455, -0.073, -2.319)
H (-0.310, 2.136, -2.335)
H (-1.954, 1.647, -2.766)

The value obtained for the molar mass is 452.6 g/mol. The structure (SMILES) is COc1ccccc1N1CCN([C@H](CNS(=O)(=O)c2ccccc2)c2cccnc2)CC1. The energy relative to the best compared isomer or geometry (same formula, charge and spin) comes out at 60.9 kcal/mol. The calculation puts the total energy at -48279.51765 eV. The HOMO-LUMO gap comes out at 0.2936 Ha. The calculation puts the LUMO energy at 0.53 eV. The value obtained for the HOMO energy is -7.4559 eV. The calculation puts the largest force on an atom at 1.0 eV/A.

---

Record 3
The following is a DFT calculation (the ωB97M-V functional and the def2-TZVPD basis) of a structure of composition C24H28N4O4PPtS.

Geometry (Å):
Pt (0.063, -0.184, 0.511)
O (-0.980, -3.676, -1.070)
S (-1.235, -2.539, -0.283)
O (-0.397, -2.345, 0.931)
O (-1.256, -1.212, -0.965)
C (-2.901, -2.648, 0.452)
C (-3.664, -3.776, 0.256)
C (-4.912, -3.834, 0.881)
C (-5.334, -2.797, 1.696)
C (-4.549, -1.670, 1.887)
C (-3.300, -1.598, 1.257)
P (-2.252, -0.120, 1.503)
C (-3.206, 1.212, 0.699)
C (-4.131, 1.975, 1.413)
C (-4.825, 2.983, 0.763)
C (-4.618, 3.212, -0.590)
C (-3.695, 2.454, -1.300)
C (-2.996, 1.442, -0.662)
C (-2.110, 0.176, 3.273)
C (-2.042, -0.888, 4.184)
C (-1.818, -0.626, 5.527)
C (-1.592, 0.672, 5.965)
C (-1.631, 1.728, 5.059)
C (-1.866, 1.478, 3.719)
H (-3.299, -4.579, -0.368)
H (-5.540, -4.700, 0.709)
H (-6.295, -2.865, 2.192)
H (-4.882, -0.875, 2.537)
H (-4.317, 1.782, 2.460)
H (-5.546, 3.570, 1.312)
H (-5.207, 3.961, -1.103)
H (-3.525, 2.646, -2.348)
H (-2.291, 0.836, -1.217)
H (-2.153, -1.905, 3.838)
H (-1.817, -1.440, 6.241)
H (-1.403, 0.867, 7.011)
H (-1.470, 2.739, 5.403)
H (-1.850, 2.288, 3.006)
C (2.376, -0.769, 2.857)
O (2.079, -0.919, 1.472)
H (2.873, -1.660, 3.242)
H (1.475, -0.592, 3.457)
H (3.045, 0.085, 2.960)
H (2.005, -1.868, 1.272)
C (0.758, 6.157, -0.143)
C (1.337, 6.117, 1.261)
C (0.281, 6.214, 2.345)
C (2.312, 4.936, 1.472)
N (1.675, 3.672, 1.220)
C (1.694, 2.877, 0.135)
N (0.899, 1.852, 0.389)
N (0.409, 2.053, 1.620)
N (0.866, 3.126, 2.108)
H (0.244, 7.103, -0.303)
H (0.012, 5.374, -0.291)
H (1.531, 6.060, -0.901)
H (1.973, 7.011, 1.367)
H (-0.375, 5.341, 2.348)
H (-0.342, 7.089, 2.174)
H (0.727, 6.290, 3.335)
H (2.650, 4.927, 2.511)
H (3.177, 5.029, 0.814)
H (2.254, 3.042, -0.762)

The value obtained for the molar mass is 694.6 g/mol. The energy relative to the best compared isomer or geometry (same formula, charge and spin) comes out at 20.2 kcal/mol. The calculation puts the total energy at -62829.45589 eV. The HOMO-LUMO gap (alpha / beta) comes out at 0.3011 / 0.1350 Ha. The multiplicity is 5. The calculation puts the LUMO energy (alpha / beta) at -9.42 / -13.95 eV. The value obtained for the HOMO energy (alpha / beta) is -17.6148 / -17.6272 eV. Its charge is +3. The calculation puts the largest force on an atom at 3.8 eV/A.

---

Record 4
The following is a DFT calculation (the ωB97M-V functional and the def2-TZVPD basis) of a structure of composition C24H28N7O2S3Ti.

Geometry (Å):
Ti (0.154, 0.101, 0.410)
C (3.007, -0.779, -2.499)
C (2.891, 0.451, -1.589)
N (1.514, 0.916, -1.342)
C (0.722, 1.168, -2.564)
C (-0.687, 0.601, -2.408)
N (-0.683, -0.680, -1.689)
C (-0.458, -1.863, -2.526)
C (0.922, -1.965, -3.172)
N (2.034, -1.824, -2.248)
H (2.962, -0.461, -3.547)
H (4.017, -1.172, -2.359)
H (3.334, 0.247, -0.614)
H (3.490, 1.248, -2.049)
H (1.587, 1.802, -0.857)
H (0.650, 2.240, -2.760)
H (1.229, 0.729, -3.419)
H (-1.275, 1.292, -1.800)
H (-1.171, 0.521, -3.390)
H (-1.591, -0.756, -1.233)
H (-0.623, -2.742, -1.902)
H (-1.203, -1.903, -3.333)
H (0.955, -2.934, -3.683)
H (1.011, -1.219, -3.965)
H (2.469, -2.707, -2.039)
S (-1.080, 0.401, 5.258)
C (-1.166, 0.327, 3.616)
S (-2.018, 1.702, 2.879)
S (-0.400, -0.885, 2.681)
N (-1.801, 0.400, 0.520)
C (-2.554, 1.066, 1.260)
C (-3.975, 1.392, 0.918)
C (-4.945, 1.670, 1.876)
C (-6.252, 1.938, 1.494)
C (-6.604, 1.943, 0.153)
C (-5.640, 1.675, -0.811)
C (-4.338, 1.401, -0.429)
H (-4.680, 1.661, 2.924)
H (-6.998, 2.142, 2.252)
H (-7.623, 2.158, -0.142)
H (-5.904, 1.684, -1.860)
H (-3.579, 1.195, -1.171)
O (0.026, 2.652, 0.281)
C (0.814, 2.582, 1.239)
C (1.226, 3.675, 2.194)
C (2.187, 2.951, 3.142)
C (2.345, 1.559, 2.535)
O (3.142, 0.716, 2.873)
N (1.447, 1.418, 1.491)
H (0.338, 4.077, 2.681)
H (1.694, 4.486, 1.635)
H (1.779, 2.836, 4.147)
H (3.164, 3.421, 3.232)
N (3.881, -6.518, 0.942)
C (3.308, -5.524, 0.908)
C (2.595, -4.272, 0.843)
C (1.234, -4.252, 0.548)
C (0.600, -3.029, 0.475)
N (1.240, -1.867, 0.639)
C (2.530, -1.895, 0.983)
C (3.249, -3.071, 1.090)
H (0.685, -5.170, 0.399)
H (-0.464, -2.963, 0.289)
H (2.985, -0.940, 1.222)
H (4.292, -3.053, 1.371)

The value obtained for the molar mass is 590.6 g/mol. The energy relative to the best compared isomer or geometry (same formula, charge and spin) comes out at 39.1 kcal/mol. The calculation puts the total energy at -95491.65717 eV. The HOMO-LUMO gap (alpha / beta) comes out at 0.2308 / 0.2301 Ha. The multiplicity is 2. The calculation puts the LUMO energy (alpha / beta) at -0.94 / -0.95 eV. The value obtained for the HOMO energy (alpha / beta) is -7.2149 / -7.2095 eV. The calculation puts the largest force on an atom at 0.4 eV/A.